[1]
This record from OMol25 describes a structure of composition C3H2LiNaO3. The level of theory is ωB97M-V/def2-TZVPD.

```
10
Properties=species:S:1:pos:R:3:forces:R:3
C -2.31214 -0.78907 -0.04637 1.766 -0.311 0.889
C -1.46511 0.22675 0.01328 -3.314 0.796 -1.078
O -1.20667 1.38770 -0.03908 1.567 -0.745 0.459
Li 0.57521 2.24330 -0.08597 -0.193 -0.341 -0.079
H -3.20579 -0.70230 -0.66494 0.416 0.156 0.046
H -2.08407 -1.70661 0.49592 -0.163 0.216 -0.313
O 2.20230 -1.30372 0.23232 -0.702 0.861 -0.392
C 1.51437 -0.31705 0.00133 1.005 -1.182 0.583
Na 4.11728 0.06799 0.14729 -0.221 -0.187 0.025
O 1.86462 0.89302 -0.05377 -0.162 0.737 -0.142
```
Positions in Å, forces in eV/Å.

spin multiplicity	2
frontier orbital gap (alpha / beta)	0.293 / 0.303	Eh
⟨S²⟩	0.753
ΔE to the lowest compared entry with this formula, charge and spin	1.2263	eV
LUMO level (alpha / beta)	-0.14303 / -0.16942	hartree
charge	+1



[2]
This record from OMol25 describes a cluster of 2 separate species, C3H9NO2 in total. The level of theory is ωB97M-V/def2-TZVPD.

```
15
Properties=species:S:1:pos:R:3:forces:R:3
C 1.10546 1.31768 1.50669 -0.637 0.731 1.068
C 0.57142 -0.09857 1.54720 -0.904 0.900 -1.392
O 0.16404 -0.64721 2.52919 0.586 -0.117 0.264
O 0.45577 -0.67489 0.33737 -0.098 -1.246 -0.204
H 0.75127 1.90869 0.66298 0.113 -0.415 -0.368
H 2.18434 1.42662 1.58942 0.039 -0.329 -0.084
H 0.64972 1.80949 2.37416 0.371 -0.032 0.041
H 0.09916 -0.27026 -0.50361 0.553 0.478 0.455
C -1.73217 -0.07098 -2.52744 -0.194 -0.148 -0.601
N -0.29188 -0.10630 -2.32263 0.179 0.174 1.106
H -2.18865 -0.93695 -2.05164 -0.005 -0.048 -0.111
H -1.99382 -0.04202 -3.59091 -0.153 -0.234 0.051
H -2.20338 0.81017 -2.09010 0.364 0.049 0.213
H 0.18339 -0.95654 -2.61305 -0.339 0.322 -0.195
H 0.17421 0.71611 -2.66950 0.124 -0.085 -0.243
```
Positions in Å, forces in eV/Å.

frontier orbital gap	0.388	Eh
ΔE to the lowest compared entry with this formula, charge and spin	0.9943	eV
LUMO level	0.02448	hartree



[3]
This record from OMol25 describes a structure of composition C17H24GeN5O7ReSi. The level of theory is ωB97M-V/def2-TZVPD.

```
56
Properties=species:S:1:pos:R:3:forces:R:3
Re -0.24474 0.38303 -0.29651 0.395 -0.077 0.199
O -3.24685 0.66637 2.40711 -0.163 0.116 -0.044
C -2.44237 0.09514 1.71808 0.058 -0.285 0.473
O -1.66113 0.80522 0.89522 -0.053 0.228 -0.490
C -2.22659 -1.37901 1.83442 0.011 0.020 -0.132
C -2.78050 -1.97348 2.94662 -0.077 -0.122 0.024
C -2.66042 -3.34109 3.15137 -0.130 0.185 -0.385
C -1.99536 -4.13616 2.23495 -0.036 -0.061 -0.085
C -1.47128 -3.56278 1.10319 -0.337 0.104 0.109
C -1.53541 -2.15169 0.83996 -0.020 -0.052 0.128
O -1.00447 -1.63536 -0.18508 0.053 0.101 -0.073
N -0.79765 -4.45072 0.17208 0.840 0.251 0.020
O -0.71997 -4.12292 -0.99066 -0.297 -0.163 -0.155
O -0.26059 -5.44672 0.63855 -0.201 -0.221 0.033
N -3.23346 -3.94657 4.32949 0.988 0.079 0.684
O -3.72141 -3.21186 5.16897 -0.447 0.043 -0.082
O -3.07050 -5.14387 4.49198 -0.358 -0.211 -0.171
H -3.31450 -1.36092 3.65812 0.000 0.003 -0.004
H -1.89029 -5.19760 2.39929 0.001 -0.004 -0.007
N 1.13183 0.97080 -6.39340 0.018 -0.011 0.021
C 0.82236 0.31031 -5.49682 0.021 0.206 -0.157
N 0.45391 -0.53229 -4.54604 -0.111 -0.260 0.177
C 0.30932 -0.20364 -3.33908 0.171 0.092 -0.029
N 0.19345 -0.01222 -2.18393 -0.339 0.084 0.038
C -1.59540 4.12449 1.01192 0.023 -0.052 -0.088
Si -0.83253 3.65645 -0.64350 0.007 -0.008 0.025
C -0.14158 5.23311 -1.42470 -0.024 -0.074 0.045
C -2.17353 3.00681 -1.80373 0.032 0.025 0.039
C 0.51132 2.36525 -0.45735 0.066 -0.042 -0.038
H -2.32264 4.93112 0.88583 -0.006 -0.006 -0.005
H -0.82619 4.47780 1.70312 0.022 0.007 -0.002
H -2.10076 3.27579 1.47597 0.007 0.013 -0.023
H -0.91619 5.99522 -1.54240 -0.013 0.000 0.002
H 0.27935 5.02625 -2.41137 -0.002 -0.010 -0.003
H 0.65431 5.65787 -0.80801 -0.002 -0.003 0.012
H -3.03303 3.68191 -1.81809 -0.007 -0.002 -0.011
H -2.54383 2.02045 -1.50712 -0.013 0.040 0.022
H -1.79778 2.92802 -2.82691 0.024 -0.022 0.000
H 1.18237 2.66378 0.36263 -0.035 0.025 0.006
H 1.10691 2.45299 -1.38002 -0.038 0.000 0.025
C 2.58084 -2.34247 -1.27959 -0.008 0.070 -0.034
Ge 2.94567 -0.73097 -0.23187 0.076 -0.056 -0.132
C 4.35740 -1.12271 1.08642 -0.090 0.026 -0.045
C 3.54415 0.73542 -1.38598 -0.012 -0.042 0.056
C 1.33101 -0.26426 0.81735 -0.100 0.145 -0.003
H 3.51819 -2.76509 -1.64489 -0.005 -0.005 -0.023
H 1.93686 -2.12544 -2.13459 0.081 -0.022 0.099
H 2.07881 -3.09471 -0.67078 0.000 -0.001 0.021
H 5.28512 -1.39442 0.58022 -0.010 0.002 -0.018
H 4.06120 -1.95414 1.72715 -0.015 0.000 -0.009
H 4.55209 -0.25551 1.71858 -0.012 0.012 -0.014
H 4.51384 0.48823 -1.82068 0.007 -0.009 -0.003
H 3.64237 1.66262 -0.82008 -0.004 -0.020 0.004
H 2.83422 0.90447 -2.19531 0.025 -0.010 0.021
H 1.64192 0.52261 1.51351 0.042 -0.004 -0.010
H 1.09216 -1.18291 1.36640 -0.006 -0.021 -0.009
```
Positions in Å, forces in eV/Å.

spin multiplicity	2
frontier orbital gap (alpha / beta)	0.260 / 0.252	Eh
⟨S²⟩	0.761
ΔE to the lowest compared entry with this formula, charge and spin	0.0000	eV
LUMO level (alpha / beta)	0.05811 / 0.06219	hartree
charge	-1



[4]
This record from OMol25 describes a cluster of 12 separate species, C4H33N2O13 in total. The level of theory is ωB97M-V/def2-TZVPD.

```
52
Properties=species:S:1:pos:R:3:forces:R:3
C -1.21994 1.68886 -0.33163 1.846 0.924 1.251
N -1.08559 0.29171 -0.02300 -0.110 -0.867 0.316
C -0.43710 -0.49063 -1.06578 2.813 1.212 -0.457
O -0.90842 -0.36567 -2.31948 -0.575 -0.946 -0.156
C -0.16079 2.54137 0.45951 -0.098 -1.146 -0.661
N -0.56746 2.80754 1.84444 0.698 -0.139 -0.954
C -0.49181 4.16023 2.29303 -1.579 -0.004 -0.836
O -1.28968 5.05840 1.48957 -0.175 0.400 0.113
H -2.15362 2.12676 0.02506 -0.442 -0.277 -0.785
H -0.91872 1.89958 -1.35693 -0.971 -0.196 -0.390
H -1.96303 -0.15287 0.17256 -0.589 0.132 0.032
H -0.14056 -1.48009 -0.64503 -1.429 -0.611 -0.443
H 0.64898 -0.17101 -1.08431 -0.359 0.593 0.231
H 0.02191 3.35592 -0.24833 0.082 0.736 0.819
H 0.74947 1.94090 0.47149 0.284 0.150 -0.289
H -1.50658 2.42994 1.89253 -0.084 0.292 0.673
H 0.50910 4.57100 2.38899 0.249 -0.358 0.024
H -1.05373 4.17478 3.21099 0.330 0.205 0.734
H -0.86165 5.33704 0.67619 0.306 -0.243 0.056
H 2.90044 1.36118 -4.68360 -0.224 -0.165 0.175
H 2.87433 1.95146 -3.26457 0.074 -0.088 0.141
O 3.24809 2.07071 -4.14110 0.325 0.572 -0.584
H 0.45429 -0.18078 -3.43176 -0.568 -0.123 0.843
H 1.61482 -1.18732 -3.44441 -0.084 -0.181 -0.038
O 1.42949 -0.25119 -3.54121 0.614 0.055 -0.663
H -2.76807 -2.64151 -3.26761 -0.181 -0.227 -0.069
H -1.99533 -1.50571 -2.53376 -0.385 0.401 0.207
O -2.84253 -2.07651 -2.49925 0.463 0.127 -0.145
H -1.63463 -0.60620 2.30072 -0.039 0.144 -0.022
H -3.14094 -0.76655 2.19821 0.104 0.064 -0.082
O -2.45768 -0.32974 2.72698 -0.067 -0.144 0.118
H -2.69658 -2.30468 0.19597 -0.102 -0.170 -0.089
H -3.54456 -1.52412 -0.76954 -0.023 -0.269 -0.136
O -3.46220 -1.71847 0.17831 0.077 0.189 0.306
H 4.65040 -1.16302 -0.38489 0.531 -0.183 0.168
H 4.29785 -0.17827 -1.39778 0.791 0.389 -0.095
O 5.10723 -0.61923 -1.03977 -1.058 -0.226 0.056
H 0.94481 -2.07996 2.06652 0.079 0.445 -0.137
H 0.06149 -1.86229 0.85448 -0.150 0.011 0.150
O 0.12364 -2.38977 1.66999 0.524 0.214 0.025
H 1.82732 -0.02598 2.90821 -0.062 0.311 0.100
H 1.20991 0.86947 1.80682 -0.172 -0.230 0.280
O 1.78870 0.10774 1.95836 0.202 -0.172 -0.159
H 2.34681 0.43632 -2.33985 0.431 0.301 0.208
H 2.33486 0.84578 -0.89782 0.293 0.232 0.181
O 2.92025 0.91742 -1.66562 -1.003 -0.559 -0.141
H -0.12566 -3.56621 2.96082 -0.811 -0.233 0.290
H -1.13293 -3.48115 4.12095 -0.057 0.078 -0.118
O -0.73502 -4.10152 3.50401 0.436 -0.225 0.099
H -0.85746 -4.79337 1.00542 -0.603 -0.602 -0.752
H 0.34820 -4.19355 0.76290 0.570 0.217 -0.969
O -0.26012 -4.73673 0.23400 -0.127 0.190 1.572
```
Positions in Å, forces in eV/Å.

frontier orbital gap	0.290	Eh
ΔE to the lowest compared entry with this formula, charge and spin	0.0000	eV
LUMO level	0.08344	hartree
charge	-1



[5]
This record from OMol25 describes a cluster of 2 separate species, CH3Cl2OP in total. The level of theory is ωB97M-V/def2-TZVPD.

```
8
Properties=species:S:1:pos:R:3:forces:R:3
C -1.00501 -0.03108 -0.24175 -0.196 -2.359 4.587
O 0.70428 -0.75791 1.82668 -0.054 0.560 0.536
P 0.64280 -0.27910 0.46123 1.011 1.023 -1.339
Cl 1.57175 2.49763 -0.48460 -0.788 -2.165 0.841
Cl 1.99405 -1.22997 -0.66503 -0.553 0.469 -0.083
H -1.25054 0.98308 -0.00933 -0.584 0.453 0.242
H -1.05890 -0.26215 -1.21428 0.118 -0.466 -3.784
H -1.59844 -0.92050 0.32707 1.045 2.485 -1.000
```
Positions in Å, forces in eV/Å.

frontier orbital gap (alpha / beta)	0.269 / 0.269	Eh
ΔE to the lowest compared entry with this formula, charge and spin	2.8667	eV
LUMO level (alpha / beta)	-0.09341 / -0.09336	hartree



[6]
This record from OMol25 describes a cluster of 2 separate species, C4H8O in total. The level of theory is ωB97M-V/def2-TZVPD.

```
13
Properties=species:S:1:pos:R:3:forces:R:3
C -0.38608 1.45389 0.00040 -2.518 0.592 -0.493
C -0.60057 0.16910 -0.15684 7.117 1.167 1.318
C -1.61719 -0.75399 -0.14262 -3.724 -2.528 -1.055
C 1.47344 -0.63757 0.06278 -2.389 0.607 -0.045
O 2.37600 0.39454 -0.16001 -0.574 -0.713 -0.824
H 0.61311 1.80177 0.17939 -0.064 0.690 -0.261
H -1.25993 2.20251 -0.07835 1.544 -1.008 0.304
H -2.61954 -0.24857 -0.11582 0.600 -0.535 0.387
H -1.49786 -1.53189 0.61030 -0.181 0.446 0.664
H -1.67409 -1.41657 -1.01854 0.254 0.450 -0.336
H 1.67725 -1.04360 1.03455 -0.782 -0.044 1.013
H 1.48816 -1.49490 -0.59208 0.306 0.409 -0.972
H 2.02731 1.10527 0.37685 0.412 0.467 0.300
```
Positions in Å, forces in eV/Å.

frontier orbital gap	0.350	Eh
ΔE to the lowest compared entry with this formula, charge and spin	4.0736	eV
LUMO level	0.03374	hartree